Record 1
{
  "formula": "C25H18BrN5O2PdS2",
  "method": "ωB97M-V/def2-TZVPD",
  "mol_weight_g_mol": 670.9,
  "charge": -2,
  "lumo_energy_ev": 3.8,
  "de_lowest_kj_mol": 75.6,
  "homo_ev": -0.14,
  "energy_ev": -132957.6071,
  "species": ["Pd", "C", "O", "C", "C", "C", "Br", "C", "C", "C", "O", "C", "N", "C", "C", "C", "C", "C", "C", "N", "H", "H", "H", "H", "H", "H", "H", "H", "H", "H", "H", "S", "C", "C", "C", "C", "N", "C", "C", "C", "S", "C", "N", "H", "H", "C", "C", "C", "N", "H", "H", "H", "H", "H"],
  "xyz": [[2.20, -0.36, -1.18], [0.39, 0.00, -4.38], [0.15, -0.93, -3.35], [-1.12, -1.15, -2.96], [-2.23, -0.90, -3.74], [-3.50, -1.19, -3.24], [-5.01, -0.86, -4.35], [-3.67, -1.68, -1.97], [-2.55, -1.90, -1.16], [-1.26, -1.67, -1.65], [-0.21, -1.96, -0.90], [-2.77, -2.32, 0.23], [-3.93, -2.73, 0.70], [-3.70, -2.95, 2.04], [-4.56, -3.40, 3.04], [-4.07, -3.53, 4.33], [-2.73, -3.21, 4.63], [-1.86, -2.77, 3.65], [-2.36, -2.65, 2.36], [-1.80, -2.25, 1.18], [-0.17, 0.92, -4.20], [0.13, -0.41, -5.36], [1.46, 0.21, -4.34], [-2.12, -0.50, -4.74], [-4.65, -1.87, -1.56], [0.65, -1.39, -1.00], [-5.59, -3.64, 2.80], [-4.72, -3.87, 5.12], [-2.38, -3.31, 5.65], [-0.83, -2.51, 3.88], [-0.85, -1.95, 0.98], [2.01, -0.47, 1.12], [1.76, 1.20, 1.56], [1.74, 1.49, 2.93], [1.59, 2.77, 3.44], [1.60, 2.99, 4.85], [1.62, 3.14, 5.99], [1.44, 3.84, 2.54], [1.44, 3.58, 1.17], [1.60, 2.29, 0.64], [1.60, 2.13, -1.09], [1.29, 5.19, 2.99], [1.17, 6.28, 3.34], [1.86, 0.66, 3.62], [1.32, 4.40, 0.48], [4.53, 2.84, -3.10], [4.97, 1.69, -2.19], [4.38, 0.42, -2.61], [3.88, -0.56, -2.94], [4.99, 3.77, -2.77], [3.45, 2.95, -3.03], [4.82, 2.66, -4.14], [4.56, 1.88, -1.19], [6.06, 1.60, -2.13]]
}

Record 2
{
  "formula": "C25H18ClF6FeN5O5",
  "method": "ωB97M-V/def2-TZVPD",
  "mol_weight_g_mol": 673.7,
  "s_squared": 8.905,
  "charge": 1,
  "multiplicity": 6,
  "lumo_energy_ev": [-4.5, -5.7],
  "homo_ev": [-10.23, -10.28],
  "energy_ev": -107109.7915,
  "species": ["Fe", "N", "C", "N", "C", "N", "N", "C", "C", "C", "C", "C", "C", "N", "C", "C", "C", "C", "C", "C", "H", "H", "H", "H", "H", "H", "H", "H", "H", "H", "H", "Cl", "C", "C", "C", "C", "O", "C", "C", "O", "C", "H", "H", "H", "H", "O", "O", "C", "C", "O", "C", "F", "F", "F", "C", "F", "F", "F", "H", "H", "H"],
  "xyz": [[0.25, -0.61, -1.15], [-0.36, 5.49, 0.82], [0.62, 4.70, 0.38], [0.70, 3.42, 0.63], [-0.30, 2.88, 1.35], [-0.30, 1.56, 1.66], [0.66, 0.87, 1.14], [1.72, 0.41, 1.65], [2.59, -0.49, 0.87], [3.67, -1.05, 1.52], [4.55, -1.83, 0.79], [4.33, -2.00, -0.55], [3.20, -1.43, -1.13], [2.33, -0.68, -0.44], [-1.41, 3.63, 1.85], [-2.47, 3.07, 2.59], [-3.49, 3.89, 3.01], [-3.47, 5.27, 2.73], [-2.45, 5.84, 2.02], [-1.41, 5.00, 1.57], [-0.35, 6.47, 0.57], [1.38, 5.17, -0.23], [2.00, 0.69, 2.66], [3.81, -0.90, 2.58], [5.41, -2.29, 1.27], [5.00, -2.58, -1.17], [2.98, -1.57, -2.18], [-2.47, 2.01, 2.79], [-4.32, 3.47, 3.57], [-4.28, 5.89, 3.08], [-2.43, 6.90, 1.80], [-4.23, -5.76, 1.70], [-3.23, -4.42, 1.26], [-3.80, -3.15, 1.13], [-3.00, -2.08, 0.76], [-1.63, -2.25, 0.52], [-0.93, -1.19, 0.15], [-1.06, -3.52, 0.71], [0.38, -3.80, 0.62], [1.26, -2.99, 0.39], [-1.88, -4.59, 1.07], [-4.86, -3.01, 1.30], [-3.43, -1.09, 0.64], [0.64, -4.86, 0.80], [-1.44, -5.57, 1.19], [0.61, -2.19, -2.28], [0.99, -1.12, -2.91], [-0.59, 1.55, -4.00], [-1.33, 1.43, -2.67], [-0.54, 1.03, -1.62], [-2.51, 0.43, -2.83], [-2.00, -0.82, -2.93], [-3.23, 0.66, -3.94], [-3.35, 0.44, -1.78], [-1.89, 2.82, -2.28], [-2.47, 2.83, -1.07], [-0.86, 3.72, -2.20], [-2.77, 3.30, -3.17], [-0.09, 0.60, -4.21], [0.17, 2.32, -3.91], [-1.25, 1.79, -4.82]]
}

Record 3
{
  "formula": "C25H18ClO5PSSe4V",
  "method": "ωB97M-V/def2-TZVPD",
  "mol_weight_g_mol": 863.7,
  "s_squared": 0.756,
  "multiplicity": 2,
  "lumo_energy_ev": [-0.6, -1.4],
  "homo_ev": [-7.32, -7.37],
  "energy_ev": -356174.6233,
  "species": ["V", "Cl", "C", "C", "C", "C", "O", "C", "C", "O", "C", "H", "H", "H", "H", "O", "S", "O", "O", "C", "C", "C", "C", "C", "C", "P", "C", "C", "C", "C", "C", "C", "C", "C", "C", "C", "C", "C", "H", "H", "H", "H", "H", "H", "H", "H", "H", "H", "H", "H", "H", "H", "Se", "Se", "Se", "Se"],
  "xyz": [[0.63, -0.14, 0.22], [-2.45, -3.23, 5.76], [-1.51, -2.40, 4.59], [-0.20, -2.04, 4.93], [0.58, -1.40, 4.00], [0.08, -1.12, 2.72], [0.81, -0.56, 1.79], [-1.27, -1.46, 2.39], [-1.77, -1.11, 1.10], [-1.03, -0.54, 0.25], [-2.04, -2.12, 3.36], [0.19, -2.27, 5.91], [1.60, -1.11, 4.23], [-2.80, -1.35, 0.82], [-3.06, -2.40, 3.13], [0.80, 0.69, -1.51], [2.26, 0.92, -1.28], [3.07, 0.52, -2.38], [2.60, 0.34, 0.02], [2.48, 2.65, -0.93], [3.62, 3.28, -1.39], [3.93, 4.55, -0.92], [3.10, 5.16, 0.01], [1.97, 4.52, 0.47], [1.65, 3.25, 0.01], [0.15, 2.35, 0.55], [-1.11, 3.20, -0.45], [-0.79, 3.87, -1.62], [-1.78, 4.48, -2.37], [-3.10, 4.41, -1.96], [-3.43, 3.71, -0.81], [-2.44, 3.10, -0.06], [-0.01, 3.01, 2.25], [0.85, 2.41, 3.17], [0.87, 2.82, 4.49], [0.02, 3.85, 4.89], [-0.84, 4.44, 3.98], [-0.86, 4.03, 2.66], [4.24, 2.74, -2.09], [4.83, 5.04, -1.26], [3.35, 6.15, 0.39], [1.34, 4.99, 1.22], [0.24, 3.93, -1.96], [-1.52, 5.00, -3.28], [-3.87, 4.89, -2.54], [-4.46, 3.64, -0.50], [-2.70, 2.53, 0.83], [1.51, 1.61, 2.84], [1.54, 2.36, 5.20], [0.03, 4.18, 5.92], [-1.49, 5.24, 4.30], [-1.53, 4.50, 1.96], [1.33, -2.23, -0.64], [-0.59, -2.82, -1.73], [-1.05, -0.90, -3.07], [-2.68, 0.27, -2.15]]
}